Molecular formula: C16H57O18PS
Method: DFT, ωB97M-V/def2-TZVPD

For the electronic energy, the calculation gives -74489.8065 eV. Its SMILES is COCCCO[P@@](=O)(O)OC[SH](=O)=O.CO.CO.CO.CO.CO.CO.CO.CO.CO.CO.CO. For the lowest unoccupied orbital energy, the calculation gives 0.1 eV. The frontier orbital gap comes out at 9.69 eV.

Each line ends with the Mulliken charge.
Element x y z (Å)
1 C -2.81326 4.58629 1.48716  -0.5568
2 O -3.29415 5.12443 0.25991  -0.4818
3 C -2.45283 4.76884 -0.83615  -0.3073
4 C -2.72006 3.32630 -1.39432  -0.5061
5 C -1.41127 2.59320 -1.90093  0.1532
6 O -0.45526 3.50165 -2.48854  -0.3556
7 P 0.86429 3.78801 -1.53162  0.8293
8 O 2.11516 3.18442 -2.13109  -0.6994
9 O 1.07473 5.45132 -1.54884  -0.4838
10 O 0.64203 3.39635 0.07517  -0.0553
11 C 1.21203 2.13402 0.40408  -0.8598
12 S -0.00817 1.16746 1.43611  0.9547
13 O -1.28735 1.90501 1.63276  -0.3946
14 O 0.59647 0.71599 2.73074  -0.6256
15 H -3.35470 3.66824 1.81723  0.2341
16 H -1.72949 4.33048 1.48043  0.1666
17 H -2.95729 5.37429 2.26682  0.2926
18 H -2.65144 5.49772 -1.65690  0.3334
19 H -1.40216 4.95049 -0.51108  0.2845
20 H -3.35144 3.43305 -2.30998  0.2712
21 H -3.28763 2.71562 -0.66168  0.3567
22 H -1.75484 1.93180 -2.73265  0.4072
23 H -1.00018 1.91334 -1.12604  -0.2738
24 H 1.33598 5.67908 -0.64007  0.3441
25 H 2.11099 2.32480 1.03119  0.3533
26 H 1.44018 1.48488 -0.47099  0.6137
27 H -0.32842 -0.00186 0.74693  -0.0350
28 C -1.55237 -2.99855 -0.43186  -0.0155
29 O -2.11901 -1.72966 -0.75316  -0.4633
30 H -0.46942 -2.90001 -0.41534  -0.0313
31 H -1.90248 -3.32201 0.55150  0.3787
32 H -1.83738 -3.73289 -1.18952  -0.1081
33 H -3.07378 -1.83358 -0.76395  0.2609
34 C -2.66394 -4.38440 -3.86454  -0.5796
35 O -3.85752 -3.98322 -3.19631  -0.5548
36 H -2.39852 -5.38895 -3.53917  0.2048
37 H -2.83177 -4.38601 -4.94468  0.3444
38 H -1.85275 -3.69721 -3.61409  0.2524
39 H -4.06999 -3.09739 -3.49927  0.3019
40 C 2.57435 -3.45113 -0.24192  -0.5310
41 O 1.70334 -3.14475 -1.32664  -0.4208
42 H 2.03795 -4.06866 0.47660  0.2610
43 H 3.44421 -4.00011 -0.61106  0.3401
44 H 2.89526 -2.52596 0.24361  0.1134
45 H 2.19892 -2.60083 -1.94546  0.2457
46 C 3.39531 7.59692 0.06665  -0.5760
47 O 2.20620 7.96819 0.75712  -0.5015
48 H 3.67475 6.59063 0.37589  0.2143
49 H 3.21601 7.60617 -1.01168  0.2858
50 H 4.20599 8.28646 0.31419  0.3001
51 H 1.97353 8.85542 0.47332  0.2962
52 C 5.43919 -0.45552 0.28936  -0.5926
53 O 4.56680 -0.15187 -0.79588  -0.4379
54 H 4.90241 -1.07288 1.00748  0.2107
55 H 6.30992 -1.00383 -0.07898  0.3005
56 H 5.75959 0.46934 0.77569  0.2758
57 H 5.06317 0.39107 -1.41353  0.2666
58 C 0.83040 -6.01439 -5.35210  -0.6708
59 O 0.51682 -4.76467 -4.74041  -0.3923
60 H -0.02857 -6.33882 -5.93639  0.2451
61 H 1.69331 -5.90296 -6.01318  0.3077
62 H 1.04720 -6.76213 -4.58532  0.2797
63 H 1.28577 -4.49605 -4.22874  0.2399
64 C -1.38189 -7.06043 0.38599  -0.6203
65 O -0.39901 -6.08314 0.06304  -0.3949
66 H -1.22916 -7.37698 1.41592  0.2303
67 H -2.38334 -6.63305 0.28615  0.2765
68 H -1.28224 -7.92602 -0.27437  0.2684
69 H -0.55104 -5.81693 -0.84763  0.2374
70 C -0.16251 2.65191 5.29057  0.0363
71 O -0.44366 3.90049 5.91501  -0.5709
72 H -1.03047 2.34247 4.71205  0.0244
73 H 0.69677 2.75550 4.62395  0.2387
74 H 0.04708 1.89684 6.05471  -0.0281
75 H 0.33448 4.15107 6.41825  0.2911
76 C -0.02550 -1.88274 -7.51741  -0.4894
77 O 1.18746 -2.48822 -7.09089  -0.5104
78 H 0.19899 -1.19364 -8.32952  0.2352
79 H -0.72085 -2.64644 -7.87675  0.2273
80 H -0.47945 -1.32805 -6.69153  0.2189
81 H 0.96867 -3.09167 -6.37526  0.3278
82 C 1.22168 -0.54437 7.95925  -0.5122
83 O 2.22275 0.41517 7.63637  -0.5059
84 H 1.37739 -0.87385 8.98483  0.2455
85 H 0.22861 -0.09545 7.87294  0.2320
86 H 1.29650 -1.40505 7.28995  0.2398
87 H 2.06827 0.69235 6.72961  0.3042
88 C -3.47784 -0.07160 5.07848  -0.5142
89 O -2.41002 -0.83373 4.52872  -0.5129
90 H -3.92973 -0.64302 5.88734  0.2603
91 H -3.09922 0.87451 5.47491  0.1912
92 H -4.23265 0.12514 4.31230  0.2536
93 H -2.02485 -0.31207 3.81719  0.3106

Molecular formula: C16H58N10O13
Method: DFT, ωB97M-V/def2-TZVPD

As for the energy above the lowest of the compared OMol25 structures with the same formula, charge and spin: 223.9 kcal/mol. For the electronic energy, the calculation gives -59045.1910 eV. For the lowest unoccupied orbital energy, the calculation gives -0.7 eV. The frontier orbital gap comes out at 8.43 eV.

Each line ends with the Mulliken charge.
Element x y z (Å)
1 C 15.30777 0.36454 3.46888  -1.4260
2 C 16.18640 -0.73294 2.87745  -0.0822
3 O 16.51781 -1.87502 3.67894  -0.4912
4 H 15.32258 1.14733 2.75515  0.4281
5 H 15.69968 0.71420 4.40221  0.3279
6 H 14.26772 0.10402 3.56543  0.3013
7 H 17.09154 -0.29656 2.49305  0.3772
8 H 15.75613 -1.17199 1.98131  0.2589
9 H 16.71724 -2.55929 3.01799  0.4730
10 C 12.47683 -5.41602 0.34504  -0.7411
11 C 13.78449 -5.44216 -0.47468  0.6401
12 O 13.71195 -5.56063 -1.86816  -0.5035
13 H 11.75701 -4.59443 0.22933  0.2482
14 H 12.79284 -5.42624 1.38860  -0.1680
15 H 12.00691 -6.37146 0.19735  0.4042
16 H 14.39538 -6.20721 -0.00232  -0.1863
17 H 14.46090 -4.56424 -0.20084  -0.0619
18 H 13.02824 -6.25493 -1.94979  0.3568
19 C 16.41771 -5.61527 2.95155  1.4194
20 C 17.47913 -5.23514 1.92031  1.5923
21 O 17.40903 -3.88166 1.94960  -0.4873
22 H 16.75612 -6.63733 3.26481  -0.3403
23 H 15.36273 -5.61194 2.45985  -0.8897
24 H 16.43882 -5.00502 3.84095  0.1340
25 H 17.24923 -5.74632 0.98988  0.1990
26 H 18.44745 -5.58518 2.35525  -1.4614
27 H 17.48956 -3.53612 1.04917  0.0361
28 C 17.89380 -2.24359 -0.68505  0.4115
29 O 16.94689 -1.29435 -0.91929  -0.7515
30 N 17.74950 -3.54568 -0.80545  -0.0756
31 N 19.06236 -1.88827 -0.14761  -0.2733
32 H 16.96513 -3.84729 -1.41461  0.0635
33 H 18.52117 -4.13571 -0.64986  0.4223
34 H 19.11024 -0.87276 -0.00056  0.2520
35 H 19.86768 -2.39470 0.25890  0.2110
36 C 22.02715 -5.05096 3.98354  0.4570
37 O 23.05869 -4.34969 3.33307  -0.7663
38 N 21.84015 -5.08802 5.20092  -0.4048
39 N 21.12355 -5.73576 3.33127  0.3141
40 H 22.37686 -4.40423 5.78196  0.3277
41 H 21.59782 -5.98994 5.68535  0.1939
42 H 21.26592 -5.89509 2.31743  0.2083
43 H 20.37279 -6.28185 3.69483  0.0861
44 C 17.63472 -9.34492 2.07355  0.2750
45 O 17.21050 -8.38847 1.07713  -0.6000
46 N 17.35052 -9.46098 3.29956  -0.4425
47 N 18.59514 -10.18199 1.74928  -0.3653
48 H 16.39424 -8.93244 3.58137  0.2720
49 H 17.79272 -10.22963 3.85271  0.2423
50 H 18.88698 -10.28448 0.77549  0.2983
51 H 18.96437 -10.95862 2.39139  0.1761
52 C 20.27130 -6.51252 0.45030  -0.1533
53 O 19.55722 -5.55084 -0.20097  -0.8289
54 N 21.52506 -6.27437 0.75316  -0.5117
55 N 19.91538 -7.67350 0.78073  0.1523
56 H 21.92716 -5.32914 0.34909  0.2960
57 H 22.27168 -6.95034 0.95999  0.2641
58 H 18.92805 -7.88053 0.74589  0.0082
59 H 20.64638 -8.38379 1.17391  0.3272
60 C 12.96287 -3.88877 3.77742  0.5739
61 O 11.68706 -4.16889 3.19709  -0.7313
62 N 13.99474 -3.31719 3.22700  0.0725
63 N 13.14972 -4.13618 5.03350  -0.5152
64 H 14.09562 -2.83641 2.33328  0.2009
65 H 14.63932 -3.04969 3.94816  -0.1248
66 H 12.29309 -4.48627 5.58483  0.3331
67 H 13.90250 -3.61350 5.41911  0.2329
68 C 18.47015 -4.15665 5.43566  0.1456
69 O 19.55959 -3.80884 6.23266  -0.6640
70 H 17.93628 -3.18906 5.22740  0.2129
71 H 17.89868 -4.84113 6.04104  0.1325
72 H 18.75906 -4.59632 4.47818  -0.1496
73 H 20.41023 -4.05777 5.90173  0.4641
74 C 14.10663 -8.14389 2.55112  -0.1159
75 O 14.72939 -8.31016 3.77967  -0.5718
76 H 13.70528 -7.14109 2.40330  -0.0591
77 H 13.40947 -8.95194 2.25089  0.3021
78 H 14.91132 -8.22702 1.79870  0.0034
79 H 14.19910 -8.04415 4.57335  0.3319
80 C 15.27640 -6.70230 6.39487  -0.4783
81 O 13.97761 -6.64072 5.81632  -0.7123
82 H 15.64104 -7.66767 6.67398  0.4112
83 H 15.24277 -6.00623 7.25846  0.3866
84 H 16.08199 -6.38070 5.70632  -0.0939
85 H 13.70420 -5.74701 5.52330  0.4287
86 C 19.19837 -7.58371 5.60817  -0.5956
87 O 19.22623 -7.45421 4.23401  -0.7421
88 H 19.57620 -6.73056 6.14302  0.3372
89 H 19.94431 -8.29750 6.02966  0.1576
90 H 18.18173 -7.96489 5.84037  0.1427
91 H 18.62909 -8.14726 3.82040  0.2830
92 C 17.43998 -6.85080 -2.11333  -0.1402
93 O 16.21752 -7.39264 -2.66835  -0.5777
94 H 17.48818 -5.77358 -2.37461  0.1419
95 H 18.29603 -7.38389 -2.51104  0.2991
96 H 17.40527 -6.92347 -1.04117  -0.0756
97 H 15.85241 -8.13973 -2.20533  0.3104

Molecular formula: C16H58N12O13
Method: DFT, ωB97M-V/def2-TZVPD

As for the energy above the lowest of the compared OMol25 structures with the same formula, charge and spin: 232.6 kcal/mol. For the electronic energy, the calculation gives -62026.2970 eV. For the lowest unoccupied orbital energy, the calculation gives -0.2 eV. The frontier orbital gap comes out at 8.80 eV.

Each line ends with the Mulliken charge.
Element x y z (Å)
1 C -0.03295 -0.57937 0.73952  -0.6415
2 C -0.12795 0.38363 -0.39248  1.3911
3 O -1.27795 1.08563 -0.06348  1.4000
4 H 0.87405 -1.10537 0.71552  -0.1780
5 H -0.79395 -1.34537 0.82952  0.0748
6 H -0.07995 -0.04437 1.69052  0.1713
7 H -0.33095 -0.14137 -1.37348  -0.4452
8 H 0.81205 0.93263 -0.53848  -0.2206
9 H -1.37095 1.75463 -0.72248  -0.8230
10 C 1.78605 3.52063 2.81752  -1.3409
11 C 1.04205 2.31663 2.36452  0.6408
12 O -0.28695 2.62663 2.19552  -0.7496
13 H 1.32605 3.86463 3.76452  0.3586
14 H 1.82405 4.29163 2.08352  0.3500
15 H 2.89105 3.24863 2.88652  0.3085
16 H 1.23905 1.38663 3.01352  0.2275
17 H 1.32405 2.03063 1.33352  -0.0954
18 H -0.70095 1.80563 2.15352  0.2206
19 C 2.78305 0.79863 -2.74048  -1.2457
20 C 3.06605 -0.17237 -1.55148  0.0403
21 O 3.54905 0.44363 -0.38148  -0.6597
22 H 2.40005 1.70663 -2.41648  0.1589
23 H 1.98605 0.35363 -3.38148  0.2458
24 H 3.66405 0.89063 -3.33948  0.5105
25 H 3.74805 -0.87537 -2.01148  0.6175
26 H 2.10705 -0.63937 -1.49148  0.0233
27 H 3.61505 1.41263 -0.56548  0.3102
28 C -3.68295 -0.95337 1.67652  0.3732
29 O -4.13695 -1.47337 0.46652  -0.6771
30 N -3.97995 -1.59437 2.78952  -0.3631
31 N -2.79795 -0.03037 1.87752  0.5137
32 H -4.77995 -2.24237 2.77352  0.2660
33 H -3.95995 -1.07137 3.60152  0.1562
34 H -2.30295 0.37763 1.09052  -0.5620
35 H -2.66895 0.53263 2.77552  0.2676
36 C 0.46805 -3.76537 0.06752  0.1396
37 O 0.76205 -2.92137 -0.95648  -0.5960
38 N 1.33305 -4.24037 0.82652  -0.0803
39 N -0.72995 -4.23437 0.34952  -0.5550
40 H 2.27305 -3.89337 0.58952  0.2044
41 H 1.07005 -5.04137 1.44252  0.2953
42 H -1.58495 -3.86637 -0.13248  0.2426
43 H -0.91795 -5.09837 0.96652  0.2677
44 C 4.66405 -3.01037 0.50152  0.4321
45 O 5.60405 -4.01337 0.59552  -0.7737
46 N 3.57705 -3.23237 -0.19248  -0.3312
47 N 4.69405 -1.92237 1.18052  -0.2564
48 H 3.49305 -4.08337 -0.81948  0.3043
49 H 3.05005 -2.34937 -0.42448  -0.1030
50 H 5.50405 -1.86137 1.82452  0.2944
51 H 4.12805 -1.13437 0.91052  0.1728
52 C 0.94305 4.10963 -0.87048  0.1061
53 O 2.18405 3.47963 -0.58648  -0.6425
54 N -0.06495 4.08263 -0.07548  -0.2434
55 N 0.76105 4.71263 -2.06448  -0.2739
56 H 0.14605 3.79063 0.90352  0.0528
57 H -1.01795 4.45663 -0.25648  0.3693
58 H 1.42605 4.42463 -2.87748  0.2893
59 H -0.11695 5.10063 -2.41448  0.2657
60 C -0.76395 -2.75537 3.89052  0.6713
61 O -1.29295 -2.01037 4.91852  -0.7936
62 N 0.36805 -3.36537 3.93452  -0.3608
63 N -1.47195 -2.97137 2.83352  -0.1449
64 H 0.89805 -3.07437 4.73852  0.3165
65 H 0.83005 -3.38237 3.03652  0.0939
66 H -2.20495 -2.29537 2.76052  0.0473
67 H -1.16795 -3.46937 1.93752  0.4723
68 C -1.15995 2.46763 -3.21248  0.2363
69 O 0.14505 2.01363 -3.46048  -0.6190
70 N -2.14495 2.48363 -4.07848  -0.3166
71 N -1.56795 2.84863 -1.97748  0.1599
72 H -2.06495 1.98363 -5.04248  0.3292
73 H -3.05795 2.56963 -3.82248  0.1546
74 H -0.77095 3.09663 -1.33248  -0.5035
75 H -2.56295 2.91963 -1.77948  0.4183
76 C -3.58595 -0.55637 -2.52348  -0.2922
77 O -3.55395 -0.21837 -3.89148  -0.4704
78 H -2.51895 -0.77737 -2.25448  -0.0392
79 H -4.14495 -1.42437 -2.19748  0.4736
80 H -3.81295 0.23763 -1.74148  0.0074
81 H -4.18495 0.35163 -4.20048  0.2505
82 C -0.51895 -1.11137 -5.27148  -0.8444
83 O -0.18195 -0.90137 -3.96048  -0.1825
84 H -0.04495 -2.02637 -5.45048  0.2762
85 H -0.19395 -0.37237 -5.86248  0.3969
86 H -1.65195 -1.21637 -5.37148  0.1044
87 H -0.12895 0.05163 -3.77748  -0.0810
88 C -3.80295 2.83463 0.53852  -0.3542
89 O -4.02895 2.67463 -0.85748  -0.6310
90 H -4.54495 3.50763 0.93452  0.4622
91 H -2.81895 3.23763 0.72652  0.0717
92 H -3.88695 1.93063 1.09152  0.1087
93 H -4.86095 2.20463 -0.94848  0.3215
94 C 2.82305 -1.17737 3.63052  -0.4706
95 O 3.17205 -2.52837 3.25552  -0.5900
96 H 1.91205 -1.12337 4.16852  0.3790
97 H 2.73605 -0.55337 2.77152  -0.0503
98 H 3.69605 -0.72437 4.21352  0.3173
99 H 3.74405 -2.36337 2.47752  0.4698

The evaluated max |F| for the records listed, in turn: 4.7 12.1 10.6 eV Å⁻¹.